# 1
This record from the Open Molecules 2025 dataset describes a cluster of 10 separate species, C60H150N10O20 in total in a non-equilibrium geometry. The level of theory is ωB97M-V with the def2-TZVPD basis set.

Geometry as XYZ:
```
240
C60H150N10O20 | the Open Molecules 2025 dataset | ωB97M-V with the def2-TZVPD basis set
C -46.86 13.70 -0.37
O -45.91 13.38 0.65
C -45.09 12.18 0.35
C -43.90 11.92 1.20
N -44.20 11.67 2.64
C -44.99 10.50 2.96
C -45.40 10.51 4.44
O -46.31 11.54 4.68
C -45.92 12.79 5.29
H -47.29 14.68 -0.15
H -47.62 13.01 -0.73
H -46.29 13.93 -1.27
H -44.90 12.21 -0.72
H -45.58 11.21 0.34
H -43.06 12.60 1.02
H -43.37 11.04 0.83
H -44.74 12.43 3.04
H -44.24 9.72 2.88
H -45.85 10.27 2.32
H -44.61 10.67 5.17
H -45.87 9.56 4.71
H -46.85 13.34 5.46
H -45.40 13.40 4.55
H -45.20 12.66 6.09
C -40.68 5.59 -4.36
O -39.48 4.82 -4.66
C -38.52 4.64 -3.65
C -37.37 3.72 -4.07
N -36.23 3.94 -3.16
C -35.06 3.37 -3.81
C -33.89 3.41 -2.73
O -33.29 4.70 -2.59
C -32.36 4.85 -1.62
H -41.51 5.10 -3.85
H -41.09 5.87 -5.33
H -40.51 6.48 -3.75
H -38.97 4.39 -2.69
H -38.19 5.62 -3.30
H -37.07 3.96 -5.09
H -37.55 2.65 -3.92
H -36.20 4.92 -2.95
H -34.70 4.04 -4.60
H -35.21 2.47 -4.42
H -33.15 2.84 -3.28
H -34.24 2.97 -1.79
H -32.81 4.82 -0.63
H -31.69 5.71 -1.60
H -31.69 4.01 -1.81
C -41.46 12.26 9.38
O -42.43 11.96 8.36
C -41.96 11.72 7.10
C -41.86 13.16 6.35
N -41.11 13.12 5.14
C -41.22 14.41 4.45
C -40.44 14.34 3.16
O -40.43 15.65 2.62
C -39.70 15.62 1.43
H -42.02 12.39 10.31
H -40.99 13.22 9.21
H -40.70 11.53 9.67
H -42.64 11.13 6.49
H -41.01 11.19 7.09
H -41.23 13.74 7.03
H -42.76 13.78 6.32
H -41.56 12.40 4.58
H -40.74 15.21 5.02
H -42.26 14.74 4.37
H -41.02 13.75 2.44
H -39.48 13.83 3.21
H -40.21 15.02 0.68
H -38.62 15.50 1.53
H -39.68 16.70 1.27
C -49.33 21.80 2.72
O -47.93 21.46 2.70
C -47.70 20.02 2.92
C -46.33 19.48 2.45
N -45.19 20.18 3.04
C -44.12 19.99 2.12
C -43.49 18.58 2.09
O -44.30 17.62 1.35
C -43.78 16.33 1.72
H -49.38 22.89 2.70
H -49.82 21.53 3.66
H -49.94 21.55 1.85
H -48.40 19.51 2.26
H -47.92 19.66 3.92
H -46.36 19.65 1.37
H -46.39 18.44 2.77
H -45.56 21.10 3.22
H -43.34 20.69 2.40
H -44.34 20.21 1.08
H -43.37 18.38 3.15
H -42.55 18.55 1.54
H -44.34 15.61 1.12
H -43.96 16.05 2.75
H -42.76 16.12 1.41
C -43.14 6.61 1.37
O -43.92 5.81 0.47
C -43.21 5.32 -0.72
C -44.26 5.28 -1.86
N -44.61 6.64 -2.35
C -45.47 6.58 -3.50
C -46.90 5.91 -3.33
O -47.61 6.78 -2.43
C -48.69 6.26 -1.74
H -42.34 7.26 1.00
H -42.74 5.98 2.16
H -43.83 7.19 1.98
H -42.73 4.39 -0.42
H -42.32 5.90 -0.96
H -45.20 4.75 -1.71
H -43.79 4.81 -2.72
H -45.00 7.17 -1.58
H -45.02 6.11 -4.37
H -45.75 7.49 -4.03
H -46.85 4.90 -2.94
H -47.51 5.86 -4.22
H -49.53 6.13 -2.42
H -49.00 7.11 -1.12
H -48.63 5.35 -1.14
C -38.79 19.47 -2.36
O -38.17 18.26 -2.87
C -37.36 17.54 -1.99
C -36.06 18.34 -1.58
N -34.88 17.89 -2.39
C -33.59 18.28 -1.80
C -33.17 17.43 -0.55
O -32.88 16.10 -0.96
C -31.46 15.80 -0.94
H -39.64 19.75 -2.98
H -38.05 20.24 -2.55
H -39.04 19.41 -1.30
H -37.09 16.57 -2.41
H -37.92 17.48 -1.06
H -35.98 18.24 -0.50
H -36.13 19.41 -1.80
H -34.89 16.88 -2.47
H -33.54 19.34 -1.57
H -32.80 18.17 -2.54
H -34.05 17.32 0.10
H -32.36 17.86 0.03
H -31.02 15.40 -0.03
H -30.87 16.53 -1.49
H -31.46 14.93 -1.59
C -38.21 9.39 4.06
O -38.30 9.84 2.70
C -39.48 10.34 2.39
C -39.74 10.80 1.02
N -39.77 9.68 0.07
C -39.88 10.05 -1.33
C -41.10 10.96 -1.69
O -40.68 12.30 -1.49
C -41.68 13.26 -1.75
H -37.91 10.11 4.82
H -37.35 8.75 4.28
H -39.17 8.89 4.23
H -39.58 11.20 3.05
H -40.24 9.57 2.54
H -39.00 11.56 0.77
H -40.74 11.24 0.98
H -39.02 9.06 0.34
H -39.66 9.20 -1.99
H -39.01 10.60 -1.68
H -41.88 10.85 -0.93
H -41.55 10.70 -2.65
H -41.28 14.27 -1.65
H -42.54 13.21 -1.08
H -41.91 13.16 -2.81
C -32.34 6.63 -5.02
O -32.90 7.73 -5.76
C -34.10 7.41 -6.55
C -34.69 8.70 -7.13
N -35.07 9.59 -6.00
C -36.50 9.28 -5.66
C -37.41 10.08 -6.59
O -38.63 9.56 -6.58
C -39.36 9.27 -5.36
H -32.22 5.70 -5.57
H -32.99 6.51 -4.16
H -31.34 6.98 -4.78
H -34.90 6.91 -5.99
H -33.82 6.83 -7.43
H -35.50 8.40 -7.80
H -33.95 9.11 -7.82
H -34.52 9.07 -5.33
H -36.70 9.76 -4.70
H -36.96 8.29 -5.69
H -36.90 10.13 -7.55
H -37.27 11.12 -6.27
H -39.04 9.94 -4.56
H -39.04 8.32 -4.93
H -40.43 9.15 -5.54
C -39.00 13.77 -6.07
O -39.62 14.92 -6.54
C -39.35 16.01 -5.63
C -40.73 16.69 -5.26
N -41.69 15.58 -4.83
C -43.02 16.13 -4.70
C -44.10 15.17 -4.89
O -44.42 15.28 -6.26
C -45.10 14.19 -6.84
H -39.17 13.49 -5.03
H -37.93 13.79 -6.26
H -39.38 12.88 -6.57
H -38.77 16.79 -6.12
H -38.93 15.84 -4.64
H -41.15 17.29 -6.06
H -40.64 17.29 -4.35
H -41.73 14.81 -5.47
H -43.16 16.92 -5.44
H -43.08 16.60 -3.72
H -45.06 15.47 -4.45
H -43.91 14.18 -4.48
H -46.12 14.05 -6.47
H -44.57 13.24 -6.78
H -45.27 14.43 -7.88
C -34.88 5.96 1.15
O -34.36 5.77 2.47
C -34.75 6.95 3.22
C -34.16 6.87 4.62
N -34.35 8.16 5.37
C -33.96 8.10 6.74
C -34.23 9.44 7.33
O -33.52 9.70 8.57
C -32.15 10.25 8.37
H -35.21 5.05 0.64
H -34.15 6.25 0.39
H -35.76 6.60 1.12
H -35.84 7.00 3.34
H -34.41 7.85 2.71
H -33.07 6.92 4.56
H -34.62 6.09 5.23
H -34.25 9.04 4.89
H -32.90 7.83 6.76
H -34.29 7.21 7.29
H -35.20 9.09 7.69
H -34.22 10.35 6.73
H -31.61 10.43 9.30
H -32.08 11.19 7.82
H -31.53 9.44 7.98
```

Relative energy (zero: lowest compared OMol25 entry of this formula, charge and spin): 286.6 kcal per mole
HOMO-LUMO gap: 8.717 eV
E: -4427.502973 Eh
HOMO energy: -8.5 eV
LUMO energy: 0.239 eV

=====

# 2
This record from the Open Molecules 2025 dataset describes a cluster of 11 separate species, C60H160BF4N10O20 in total in a non-equilibrium geometry. The level of theory is ωB97M-V with the def2-TZVPD basis set.

Geometry as XYZ:
```
255
C60H160BF4N10O20 | the Open Molecules 2025 dataset | ωB97M-V with the def2-TZVPD basis set
C -2.03 -0.49 2.92
O -2.29 -1.10 4.22
C -3.15 -2.21 4.24
C -3.94 -2.49 5.52
N -3.00 -2.17 6.69
H -2.34 -2.89 6.95
H -2.52 -1.31 6.46
C -3.69 -1.61 7.96
C -3.88 -0.10 7.95
O -2.65 0.61 7.40
C -2.79 1.47 6.31
H -2.91 -0.10 2.41
H -1.58 -1.28 2.31
H -1.20 0.22 2.95
H -2.56 -3.08 3.93
H -3.86 -2.01 3.43
H -4.07 -3.57 5.59
H -4.86 -1.90 5.49
H -3.12 -1.88 8.86
H -4.63 -2.12 8.17
H -4.01 0.30 8.95
H -4.80 0.11 7.40
H -1.83 1.98 6.34
H -3.72 2.06 6.33
H -2.80 0.91 5.38
C -3.35 0.25 -9.08
O -3.20 -0.10 -7.70
C -1.85 -0.08 -7.24
C -1.71 0.07 -5.74
N -2.83 -0.75 -4.97
H -3.66 -0.17 -5.01
H -2.98 -1.70 -5.28
C -2.65 -0.81 -3.47
C -3.96 -1.28 -2.85
O -5.11 -0.53 -3.27
C -6.34 -0.84 -2.65
H -2.48 0.05 -9.71
H -3.58 1.31 -9.10
H -4.17 -0.32 -9.51
H -1.28 0.74 -7.67
H -1.19 -0.84 -7.64
H -1.82 1.09 -5.38
H -0.72 -0.33 -5.51
H -2.26 0.18 -3.21
H -1.87 -1.54 -3.25
H -3.87 -1.25 -1.76
H -4.19 -2.34 -3.00
H -6.54 -1.90 -2.78
H -7.13 -0.35 -3.22
H -6.44 -0.74 -1.57
C -1.57 3.52 3.00
O -1.24 4.54 2.02
C -0.11 4.26 1.17
C 0.31 5.49 0.38
N 0.53 6.71 1.30
H 0.99 6.21 2.04
H 1.23 7.35 0.96
C -0.76 7.43 1.73
C -0.50 8.46 2.80
O 0.51 9.36 2.30
C 0.97 10.34 3.17
H -0.77 3.44 3.72
H -1.72 2.54 2.54
H -2.46 3.86 3.54
H -0.32 3.44 0.49
H 0.73 3.99 1.82
H -0.21 5.71 -0.55
H 1.35 5.27 0.12
H -1.51 6.73 2.11
H -1.21 7.96 0.89
H -0.13 7.93 3.68
H -1.36 9.01 3.19
H 0.12 10.78 3.70
H 1.44 11.10 2.54
H 1.77 10.04 3.85
C -5.96 2.57 -2.23
O -5.63 2.38 -0.90
C -4.16 2.40 -0.72
C -3.54 3.83 -0.81
N -4.42 4.90 -0.19
H -3.95 5.80 -0.18
H -5.18 5.07 -0.82
C -4.94 4.68 1.25
C -5.38 6.00 1.91
O -4.33 6.93 1.59
C -4.45 8.23 2.15
H -5.44 1.99 -2.99
H -5.82 3.62 -2.50
H -7.03 2.43 -2.41
H -3.76 1.60 -1.34
H -3.94 2.16 0.32
H -3.40 4.05 -1.87
H -2.56 3.92 -0.34
H -4.15 4.32 1.90
H -5.78 3.98 1.23
H -5.50 6.00 2.99
H -6.32 6.30 1.43
H -5.39 8.68 1.79
H -3.59 8.82 1.85
H -4.52 8.17 3.23
C 4.57 -6.19 7.84
O 4.03 -5.56 6.72
C 2.71 -6.05 6.31
C 1.95 -5.15 5.32
N 2.09 -3.72 5.83
H 1.67 -3.70 6.75
H 3.08 -3.63 5.99
C 1.72 -2.60 4.84
C 0.44 -2.74 4.03
O 0.37 -3.53 2.84
C 1.48 -3.40 1.94
H 5.51 -5.79 8.22
H 4.74 -7.27 7.78
H 3.88 -5.97 8.65
H 2.14 -6.07 7.24
H 2.73 -7.09 5.98
H 0.89 -5.39 5.26
H 2.43 -5.20 4.34
H 2.55 -2.72 4.14
H 1.73 -1.73 5.50
H 0.11 -1.74 3.74
H -0.43 -3.13 4.57
H 1.39 -3.86 0.96
H 2.43 -3.68 2.41
H 1.70 -2.34 1.83
C 2.31 1.79 -1.82
O 1.58 3.02 -2.02
C 0.52 2.79 -2.99
C 0.19 4.14 -3.64
N 1.51 4.92 -4.04
H 2.01 4.90 -3.16
H 2.00 4.49 -4.80
C 1.24 6.38 -4.45
C 2.54 7.00 -5.14
O 2.70 6.44 -6.45
C 3.84 6.91 -7.17
H 1.57 1.12 -1.39
H 3.10 1.95 -1.08
H 2.80 1.35 -2.69
H -0.35 2.39 -2.47
H 0.79 2.00 -3.69
H -0.30 4.82 -2.94
H -0.48 3.99 -4.48
H 1.04 6.90 -3.52
H 0.40 6.32 -5.15
H 3.38 6.96 -4.45
H 2.41 8.05 -5.37
H 4.81 6.99 -6.67
H 3.62 7.87 -7.63
H 4.00 6.23 -8.01
C 1.39 -7.41 -8.78
O 1.59 -6.81 -7.46
C 0.36 -6.59 -6.77
C 0.62 -5.76 -5.44
N 1.80 -6.41 -4.65
H 1.69 -7.39 -4.88
H 2.65 -6.12 -5.11
C 1.81 -6.11 -3.08
C 2.07 -4.61 -2.85
O 1.01 -3.88 -3.47
C 1.10 -2.46 -3.21
H 0.46 -7.97 -8.86
H 2.26 -8.01 -9.06
H 1.27 -6.64 -9.54
H -0.26 -7.48 -6.72
H -0.25 -5.96 -7.41
H -0.24 -5.83 -4.78
H 0.98 -4.75 -5.66
H 2.71 -6.62 -2.75
H 0.98 -6.53 -2.51
H 3.07 -4.29 -3.14
H 2.10 -4.48 -1.77
H 2.12 -2.18 -3.49
H 0.75 -2.16 -2.23
H 0.42 -1.95 -3.89
C 3.10 -1.41 -0.60
O 4.08 -0.35 -0.94
C 5.43 -0.60 -0.52
C 6.09 -1.81 -1.15
N 6.14 -1.52 -2.67
H 5.27 -1.03 -2.84
H 6.89 -0.93 -2.98
C 6.08 -2.75 -3.63
C 5.77 -2.36 -5.08
O 4.49 -1.67 -5.11
C 4.39 -0.80 -6.16
H 3.16 -1.98 0.32
H 3.09 -2.15 -1.41
H 2.08 -1.05 -0.51
H 5.54 -0.77 0.55
H 6.03 0.24 -0.87
H 5.45 -2.66 -0.94
H 7.12 -1.93 -0.83
H 5.24 -3.32 -3.23
H 6.95 -3.40 -3.53
H 5.74 -3.33 -5.59
H 6.65 -1.83 -5.45
H 4.94 0.06 -5.78
H 3.39 -0.42 -6.37
H 4.80 -1.16 -7.10
C -4.40 -3.29 0.84
O -3.80 -4.04 1.82
C -4.45 -5.17 2.33
C -3.51 -6.26 2.91
N -2.64 -6.94 1.85
H -2.50 -7.90 2.15
H -3.15 -7.07 0.99
C -1.30 -6.14 1.63
C -0.69 -6.47 0.20
O -1.65 -6.41 -0.91
C -2.10 -5.14 -1.33
H -5.36 -2.81 1.00
H -4.54 -3.95 -0.02
H -3.81 -2.41 0.60
H -5.19 -5.62 1.67
H -5.17 -4.75 3.03
H -4.11 -7.08 3.32
H -2.87 -5.99 3.75
H -0.74 -6.18 2.56
H -1.62 -5.10 1.63
H -0.37 -7.51 0.20
H 0.21 -5.85 0.17
H -3.00 -5.29 -1.93
H -1.48 -4.56 -2.02
H -2.27 -4.38 -0.56
C 5.25 3.25 0.78
O 5.30 2.44 1.95
C 6.01 3.02 3.02
C 5.83 1.99 4.17
N 4.34 1.47 4.37
H 4.04 0.85 3.63
H 4.30 0.81 5.13
C 3.21 2.45 4.73
C 1.81 1.84 4.68
O 1.70 0.69 3.82
C 1.58 1.08 2.44
H 6.31 3.31 0.52
H 4.92 4.29 0.82
H 4.83 2.68 -0.05
H 5.50 3.92 3.38
H 7.06 3.15 2.77
H 5.99 2.40 5.17
H 6.44 1.08 4.11
H 3.34 3.28 4.04
H 3.43 2.87 5.71
H 1.03 2.58 4.50
H 1.60 1.59 5.72
H 1.42 0.15 1.90
H 2.39 1.70 2.07
H 0.68 1.63 2.19
B -1.01 -0.37 -0.38
F -0.53 -0.05 -1.67
F -0.63 0.65 0.43
F -2.34 -0.49 -0.27
F -0.37 -1.49 0.04
```

Relative energy (zero: lowest compared OMol25 entry of this formula, charge and spin): 46.2 kcal per mole
HOMO-LUMO gap: 7.518 eV
Total charge: +9
E: -4854.359578 Eh
HOMO energy: -23.1 eV
LUMO energy: -15.569 eV